8
Properties=species:S:1:pos:R:3:lowdin_charge:R:1 method="wB97M-V/def2-TZVPD" homo_lumo_gap_ev=9.41 mol_weight_g_mol=82.1 e_homo_ev=-9.909 total_energy_ha=-300.09234 lumo_ev=-0.499 relative_energy_kcal_mol=87.3
C -0.78 0.09 -0.02 -0.006
C 0.26 -0.89 -0.49 -0.436
N -1.60 0.90 0.20 0.311
C 1.49 0.25 0.15 -0.150
O -0.24 -1.81 0.23 -0.065
N 2.39 0.81 0.61 0.081
H -1.99 1.52 0.89 0.133
H 0.48 -0.87 -1.56 0.132